{"formula": "C32H41NO4P3RhS2", "method": "ωB97M-V with the def2-TZVPD basis set", "elements": ["Rh", "C", "O", "C", "C", "O", "C", "H", "H", "H", "H", "H", "H", "H", "H", "H", "H", "N", "P", "C", "C", "C", "C", "C", "C", "C", "C", "C", "C", "C", "C", "P", "C", "C", "C", "C", "C", "C", "C", "C", "C", "C", "C", "C", "H", "H", "H", "H", "H", "H", "H", "H", "H", "H", "H", "H", "H", "H", "H", "H", "H", "H", "H", "H", "H", "C", "C", "O", "P", "S", "S", "O", "C", "C", "H", "H", "H", "H", "H", "H", "H", "H", "H", "H"], "coordinates": [[-0.30964, -0.37558, -0.14545], [-0.68307, 0.13594, 3.27650], [0.23881, 0.34592, 2.21765], [1.57695, 0.05288, 2.54677], [2.41607, 0.39055, 1.33785], [2.12371, -0.46220, 0.22919], [2.91916, -1.64398, 0.21599], [-0.48933, 0.83648, 4.09395], [-0.61455, -0.88809, 3.65607], [-1.67800, 0.30688, 2.86971], [1.67241, -1.00923, 2.80660], [1.90415, 0.65296, 3.40452], [3.47666, 0.33654, 1.59575], [2.18489, 1.40411, 1.00527], [3.97578, -1.37147, 0.18976], [2.66531, -2.19116, -0.68770], [2.71538, -2.27649, 1.08391], [-0.08547, 1.92917, -2.09956], [0.27899, 0.29169, -2.38416], [2.07894, 0.27274, -2.69097], [2.88331, 1.38918, -2.50266], [4.23487, 1.33084, -2.82369], [4.78304, 0.16175, -3.32858], [3.98555, -0.96582, -3.49149], [2.63870, -0.91157, -3.16910], [-0.28259, -0.01445, -4.08036], [-0.10488, 0.93944, -5.08299], [-0.43356, 0.63374, -6.39330], [-0.91088, -0.63238, -6.71524], [-1.06953, -1.58879, -5.72485], [-0.76135, -1.27869, -4.40565], [-0.46524, 2.17876, -0.45764], [-2.26138, 2.51489, -0.40266], [-3.11039, 2.33659, -1.48776], [-4.47392, 2.57422, -1.34956], [-4.99043, 2.98086, -0.13108], [-4.14565, 3.15418, 0.96120], [-2.78782, 2.92802, 0.82477], [0.10953, 3.88238, -0.18955], [-0.17395, 4.87785, -1.12241], [0.13494, 6.19638, -0.84022], [0.70982, 6.53557, 0.38135], [0.98813, 5.55104, 1.31465], [0.69095, 4.22393, 1.02741], [-0.49501, 2.51144, -2.81912], [2.45354, 2.30356, -2.11049], [4.85651, 2.20757, -2.69280], [5.83028, 0.12802, -3.59937], [4.41300, -1.88046, -3.88217], [2.01685, -1.79257, -3.29628], [0.32230, 1.90935, -4.85241], [-0.30186, 1.37628, -7.16937], [-1.14274, -0.87479, -7.74395], [-1.42715, -2.57837, -5.97808], [-0.88228, -2.02202, -3.62482], [-2.72016, 1.98194, -2.43515], [-5.13413, 2.42679, -2.19445], [-6.05297, 3.15611, -0.02505], [-4.55058, 3.46082, 1.91673], [-2.12672, 3.06122, 1.67550], [-0.65598, 4.63704, -2.06280], [-0.08795, 6.96972, -1.56335], [0.92950, 7.57081, 0.60581], [1.42782, 5.81439, 2.26765], [0.90033, 3.44882, 1.75722], [-5.03757, -4.22985, -0.58777], [-3.63880, -4.47499, -1.10882], [-2.62084, -4.11335, -0.12572], [-2.31618, -2.62364, 0.31973], [-2.56713, -0.51111, -0.11752], [-0.26317, -2.63891, 0.29962], [-2.80994, -2.52238, 1.82806], [-2.52442, -3.51767, 2.84028], [-3.53959, -4.64099, 2.86510], [-5.76790, -4.46319, -1.36214], [-5.16063, -3.18298, -0.29858], [-5.24299, -4.85368, 0.28103], [-3.46077, -3.91662, -2.02834], [-3.46446, -5.52901, -1.30520], [-2.56003, -2.96330, 3.77588], [-1.51192, -3.89890, 2.69405], [-4.55199, -4.23648, 2.87289], [-3.39160, -5.23136, 3.76971], [-3.42413, -5.29435, 2.00248]], "atomic_forces_ev_per_a": [[1.852, 1.046, 0.372], [0.083, -0.036, 0.004], [-0.224, 0.130, 0.237], [0.031, -0.080, 0.020], [-0.016, -0.006, -0.011], [-0.338, 0.308, 0.250], [-0.142, -0.123, -0.081], [-0.001, -0.014, 0.017], [-0.019, -0.014, -0.022], [-0.010, -0.030, 0.002], [0.044, 0.007, 0.043], [0.011, -0.009, 0.009], [0.029, -0.042, -0.099], [0.040, 0.022, 0.025], [0.005, 0.009, -0.008], [-0.005, 0.000, -0.001], [0.011, 0.026, 0.018], [-0.381, 0.084, -0.011], [0.371, -0.154, -0.098], [-0.081, 0.058, -0.148], [0.016, -0.041, 0.024], [-0.024, 0.032, 0.028], [0.001, -0.028, 0.011], [-0.021, 0.021, 0.022], [0.066, 0.035, 0.027], [-0.104, -0.078, 0.090], [-0.050, -0.055, -0.035], [-0.008, 0.009, 0.011], [0.026, 0.010, 0.023], [0.018, -0.015, 0.019], [-0.094, 0.028, 0.000], [-0.786, -0.422, -1.039], [0.045, 0.160, 0.114], [0.029, -0.024, 0.030], [0.028, -0.007, -0.033], [0.013, -0.002, 0.053], [-0.020, -0.010, -0.031], [0.006, -0.096, -0.086], [0.224, -0.159, 0.665], [0.020, -0.006, -0.039], [0.029, 0.034, 0.039], [-0.016, -0.044, -0.013], [0.007, 0.002, 0.007], [0.039, -0.025, -0.047], [0.236, 0.047, -0.098], [0.007, 0.023, -0.060], [-0.003, -0.009, 0.009], [-0.003, -0.011, 0.019], [-0.008, 0.002, 0.014], [0.006, 0.017, -0.071], [-0.010, 0.000, -0.005], [0.014, -0.009, 0.000], [-0.026, 0.010, 0.010], [-0.011, 0.013, 0.003], [-0.027, 0.011, -0.001], [-0.025, 0.005, -0.005], [0.021, 0.013, -0.008], [0.009, 0.006, -0.003], [0.009, 0.019, -0.008], [-0.030, 0.035, 0.012], [-0.006, 0.002, 0.012], [-0.001, -0.016, -0.013], [0.015, -0.002, -0.018], [0.012, -0.011, -0.010], [-0.010, 0.024, 0.012], [0.138, 0.020, 0.133], [-0.238, -0.105, 0.009], [-1.144, 0.508, -0.931], [2.317, 1.551, 1.893], [-0.835, -2.066, -0.682], [-0.704, -0.175, -0.460], [-0.501, -0.416, -0.049], [-0.101, -0.172, 0.037], [0.040, 0.086, -0.098], [0.014, 0.018, -0.014], [-0.077, -0.008, -0.047], [-0.017, 0.019, 0.001], [0.128, 0.029, 0.029], [0.058, -0.009, -0.006], [0.069, 0.053, -0.014], [0.037, 0.062, -0.018], [-0.001, -0.019, 0.052], [-0.026, -0.015, -0.012], [-0.026, -0.029, 0.027]], "max_force_ev_per_a": 3.370, "relative_energy_kj_mol": 154.8, "multiplicity": 2, "total_energy_ev": -96071.6381, "molar_mass_g_mol": 763.65, "charge": 1, "homo_ha": [-0.345, -0.390], "orbital_gap_ha": [0.237, 0.295]}